# 1
Here is an isolated molecule of C14H14 at a distorted geometry from the Open Molecules 2025 dataset. Energies are from wB97M-V/def2-TZVPD.

```
28
Properties=species:S:1:pos:R:3:forces:R:3
C -3.80683 0.10066 -0.06510 -1.789 1.658 0.344
C -3.03694 -0.11095 1.06412 0.432 -0.416 1.469
C -3.23331 0.10637 -1.33265 -0.197 -0.405 -0.169
C -1.71507 -0.44211 0.91199 -0.870 0.119 -2.000
C -1.90634 -0.21261 -1.52298 -1.564 0.331 3.898
C -1.18314 -0.43303 -0.37842 1.489 -0.521 0.816
C 2.31757 -1.86676 -0.71120 1.175 0.446 0.266
C 0.91892 -1.66615 -0.95121 -1.276 1.613 -0.168
C 3.10899 -1.02668 0.00915 0.713 -1.008 -1.240
C 0.24837 -0.65983 -0.41483 2.224 3.084 2.416
C 2.09733 1.28251 -0.54250 2.419 1.773 -0.240
C 2.63539 0.28302 0.42762 2.122 0.462 3.321
C 1.24553 0.69604 0.46313 -4.259 -3.978 -3.091
C 0.53369 1.48544 1.46541 -1.804 -0.250 2.953
H -4.87157 0.44267 0.09947 1.269 -0.562 -0.505
H -3.30151 -0.02936 2.14078 -0.860 -0.101 -1.115
H -3.75993 0.34324 -2.22484 -0.981 0.108 -0.339
H -1.12368 -0.81272 1.69490 0.769 0.049 1.111
H -1.42725 -0.38790 -2.38419 1.325 -0.001 -3.445
H 2.66881 -2.75050 -1.17900 0.906 -0.708 -0.072
H 0.26366 -2.12260 -1.69108 0.692 -1.247 0.143
H 4.23692 -1.17114 0.12168 -1.839 -0.234 -0.104
H 2.55347 2.22442 -0.24426 -0.508 0.359 -0.373
H 2.36609 1.03162 -1.54331 -1.018 -0.275 -0.814
H 3.22250 0.76597 1.26912 -0.386 -0.758 -1.047
H 0.50585 0.92388 2.45588 0.106 0.286 -1.045
H -0.60746 1.59072 1.26788 2.197 0.440 -0.099
H 1.04995 2.41579 1.79443 -0.485 -0.262 -0.871
```
Positions in Å, forces in eV/Å.

Properties
**SMILES string**: C[C@@]12C[C@@H]1C=CC=C2c1ccccc1
**Kohn-Sham gap**: 8.749 eV
**LUMO energy**: 0.8 eV
**Relative energy (zero: lowest compared OMol25 entry of this formula, charge and spin)**: 142.05 kJ/mol
**2S+1**: 1

=====

# 2
Here is a structure of composition C28H47As4N4O2S3Ti at a distorted geometry from the Open Molecules 2025 dataset. Energies are from wB97M-V/def2-TZVPD.

```
89
Properties=species:S:1:pos:R:3:forces:R:3
Ti 9.98150 12.64914 17.02398 1.083 -0.806 1.020
C 8.84602 11.54588 20.64750 -0.194 -0.201 -0.625
As 10.25142 12.53011 19.78983 0.391 0.702 -0.434
C 10.13595 14.17134 20.87182 2.125 0.285 -0.333
C 11.78920 11.55455 20.57989 -0.828 -1.166 -2.558
C 13.16454 11.89823 19.99944 0.343 0.240 -1.202
C 13.29636 13.42776 19.81613 0.587 -0.460 1.430
C 13.45955 11.09136 18.68442 1.321 1.580 -0.627
As 12.49438 11.29868 16.97167 -0.932 0.472 1.097
C 13.75360 12.25312 15.88714 0.521 0.967 0.598
C 12.79904 9.45451 16.40364 0.349 1.202 -0.559
C 14.24956 11.51644 20.98015 1.785 0.826 0.790
As 14.55974 9.83496 22.00832 0.902 0.440 -0.280
C 12.94044 9.56285 22.97725 -1.428 -0.369 -0.860
C 14.38961 8.44702 20.64359 0.285 -0.297 0.093
H 8.64486 11.88478 21.63209 0.093 0.308 1.076
H 9.12977 10.49429 20.67654 -0.402 -0.077 -0.190
H 7.95374 11.77471 20.06904 -0.182 -0.568 -0.102
H 10.46326 13.89292 21.87397 -0.008 0.150 0.071
H 9.18756 14.63054 20.93962 -1.354 0.079 -0.101
H 10.81990 14.97023 20.48241 -0.413 -0.847 0.298
H 11.54454 10.49192 20.24769 0.235 1.005 0.838
H 11.67766 11.64006 21.62971 0.246 0.075 1.102
H 12.68258 13.83133 19.04622 -0.490 0.302 -0.820
H 14.34495 13.71779 19.66856 -0.265 -0.084 -0.220
H 12.99263 13.87609 20.78394 0.122 0.013 -0.499
H 13.39452 10.07460 18.95184 -0.293 -1.354 0.147
H 14.53551 11.19985 18.28523 -1.276 0.173 1.145
H 14.71522 11.95086 16.25556 0.734 -0.034 0.029
H 13.70315 13.36700 15.88175 -0.238 -1.004 0.259
H 13.65687 11.89134 14.89962 -0.117 -0.339 -1.232
H 13.88441 9.28923 16.28660 -0.631 -0.147 -0.176
H 12.20782 9.41081 15.49341 0.377 -0.551 -0.367
H 12.37026 8.81698 17.14306 -0.145 -0.561 0.530
H 14.22259 12.33889 21.74514 0.185 -0.901 -0.142
H 15.27285 11.66608 20.49431 -1.253 -0.145 0.435
H 12.72110 10.36203 23.65070 0.071 0.622 0.548
H 13.05412 8.65475 23.55003 -0.076 -0.303 0.154
H 12.07738 9.47876 22.28712 0.399 -0.257 0.480
H 15.16162 8.66718 19.90391 -0.034 -0.281 -0.028
H 13.43883 8.32056 20.16943 -0.790 0.430 -0.388
H 14.54606 7.45879 21.08012 0.518 0.163 0.197
N 10.45644 6.14413 18.25866 -0.656 -0.966 -1.736
C 10.31289 7.44062 18.55626 0.767 1.144 1.384
O 10.86043 7.94063 19.54601 -0.464 -0.325 -0.810
C 9.47604 8.34592 17.67120 0.819 -2.042 0.970
C 8.47192 7.90003 16.87857 -1.769 1.051 -1.369
C 7.72522 8.85618 16.12804 1.280 -1.312 0.597
C 8.14675 10.15355 16.17922 -0.489 0.259 -0.089
N 9.11911 10.54579 16.97724 1.038 1.152 0.713
C 9.74312 9.66866 17.73907 0.653 1.006 0.287
H 11.02929 5.53054 18.80756 0.173 0.266 0.421
H 10.18292 5.74825 17.35133 0.082 0.544 0.762
H 8.22717 6.86327 16.87748 -0.310 -0.586 -0.229
H 6.94644 8.59705 15.45576 -0.605 -0.412 -0.277
H 7.70138 10.95529 15.61860 -0.292 0.016 -0.339
H 10.52680 10.00493 18.42010 -0.320 0.035 -0.241
C 5.59650 14.42553 17.58925 -0.453 -0.980 -1.365
As 7.24902 14.73123 16.65025 0.515 1.443 0.324
C 7.02762 15.18041 14.75716 -0.498 -0.455 0.824
C 8.23145 16.19485 17.50002 -0.407 0.362 -1.265
O 8.21849 13.38690 16.72658 -1.113 -0.225 -0.248
H 5.14780 15.34405 17.89820 -0.201 0.639 0.199
H 5.70375 13.74261 18.41325 0.484 -0.065 0.453
H 4.91219 13.90530 16.89257 0.228 0.392 0.199
H 6.21238 15.89270 14.60625 -0.284 -0.582 -0.046
H 6.97386 14.21442 14.22746 -0.340 0.604 0.066
H 7.89408 15.71443 14.43866 0.976 0.148 -0.068
H 9.04086 16.42104 16.78872 -0.215 -0.010 0.289
H 8.68420 15.92448 18.43139 0.081 -0.466 0.534
H 7.60675 17.08794 17.63687 0.056 -0.313 -0.103
S 10.49068 12.20406 11.50649 -0.035 -0.227 -0.751
C 10.85947 13.24978 12.69977 -1.007 -1.250 1.354
S 10.65146 12.75790 14.36390 -0.214 -0.522 0.391
C 11.29919 14.28354 14.94349 -0.259 -1.065 -0.428
N 11.66150 15.01645 13.97907 0.428 1.699 0.018
N 11.34351 14.48010 12.78831 0.905 0.101 -1.483
C 11.93753 15.02524 11.63451 1.025 0.809 -0.312
C 11.16376 15.14940 10.51906 -0.176 0.093 -0.921
C 11.78044 15.63659 9.37760 -0.441 0.613 -1.257
C 13.12343 15.96535 9.34284 -0.201 -0.300 -0.300
C 13.91004 15.76452 10.45631 0.726 0.697 0.381
C 13.30366 15.34731 11.60503 -0.275 -1.285 1.547
S 11.41328 14.61103 16.58330 -0.022 0.544 1.565
H 10.14234 14.78635 10.49365 0.072 0.340 0.094
H 11.21578 15.83354 8.44585 0.167 -0.406 0.760
H 13.53506 16.29422 8.41160 0.265 0.273 -0.290
H 14.98071 15.99877 10.53592 -0.523 -0.162 -0.523
H 13.92768 15.09095 12.47556 -0.492 0.444 -0.275
```
Positions in Å, forces in eV/Å.

Properties
**Kohn-Sham gap (alpha / beta)**: 6.518 / 7.170 eV
**LUMO energy (alpha / beta)**: -2.5 / -2.6 eV
**Total charge**: +1
**Relative energy (zero: lowest compared OMol25 entry of this formula, charge and spin)**: 28.72 kJ/mol
**2S+1**: 3

=====

# 3
Here is a structure of composition C19H17Br3FNO2 at a distorted geometry from the Open Molecules 2025 dataset. Energies are from wB97M-V/def2-TZVPD.

```
43
Properties=species:S:1:pos:R:3:forces:R:3
O 7.47824 -1.73180 0.69896 -7.335 4.143 0.038
C 6.34524 -1.00612 0.73205 4.855 -2.332 0.609
C 6.46008 0.49443 1.43537 -2.670 3.138 -0.077
F 7.60940 0.87449 2.32980 -3.520 -1.646 -3.081
C 5.41970 1.54420 1.21029 2.281 -3.294 0.165
C 4.10951 1.21937 0.22270 -1.179 3.940 -1.486
O 3.51422 2.30326 -0.30316 3.147 -6.812 3.116
C 3.69790 -0.34263 -0.05778 -0.134 -3.678 -0.363
C 2.20605 -0.86663 -0.56364 1.742 -1.515 0.022
C 1.05407 0.28052 -0.77476 0.555 -0.155 0.960
C -0.49067 -0.24502 -0.60170 -0.672 1.512 -0.141
C -1.38355 1.10655 -0.18539 0.504 0.370 0.554
C -2.80946 0.72819 0.55537 0.995 1.133 -1.207
N -3.52117 -0.25504 -0.34731 -0.976 -0.873 -0.893
C -3.79513 0.17597 -1.77147 -2.464 -5.120 0.218
C -4.60449 -1.07301 -2.48225 2.313 0.844 5.569
C -4.68702 -2.19915 -1.26101 1.770 3.377 0.806
C -3.97534 -1.62538 0.11085 -1.634 1.439 -6.751
C 1.87358 -2.47314 -0.87517 4.829 0.999 1.689
C 3.11389 -3.56835 -0.63952 0.539 3.468 0.627
C 4.61680 -3.11305 -0.10512 -3.139 2.944 -0.785
C 4.87690 -1.49360 0.18609 -2.109 -0.797 -0.783
H 5.53804 2.62145 1.69604 -0.402 -2.587 -1.348
H 1.26036 0.84581 -1.78837 -0.544 -1.262 1.976
H 1.22616 1.08733 0.08635 -0.185 -1.773 -1.951
H -0.62528 -0.99052 0.29373 0.501 1.194 -1.912
H -0.96707 -0.65013 -1.61750 1.185 0.579 2.394
H -0.78022 1.76546 0.60606 -1.140 -1.457 -1.686
H -1.52817 1.81559 -1.13339 0.130 -1.669 2.062
H -2.56309 0.30507 1.62817 -0.853 0.683 -2.302
H -3.43336 1.74257 0.59176 1.261 -2.517 0.220
H -3.51428 1.21904 -2.27491 -0.581 -2.631 1.770
H -5.03307 -1.14407 -3.58540 1.134 0.178 2.822
H -5.17637 -3.25762 -1.36361 1.102 2.383 0.277
H -3.84677 -2.09182 1.17627 -0.161 1.377 -2.440
H 0.81866 -2.86352 -1.23229 2.436 1.123 0.854
H 2.92394 -4.72402 -0.86797 0.461 2.898 0.592
H 5.47363 -3.92813 0.03746 -2.076 2.207 -0.289
C -5.40285 4.01144 2.09494 -0.135 0.202 0.099
Br -6.49095 2.69729 3.02944 0.329 0.293 -0.288
Br -3.50203 3.71193 2.38018 -0.447 0.258 0.081
Br -5.84518 4.10379 0.20285 0.158 -0.108 0.465
H -5.64085 4.98903 2.52701 0.129 -0.458 -0.202
```
Positions in Å, forces in eV/Å.

Properties
**Kohn-Sham gap**: 5.847 eV
**LUMO energy**: -2.1 eV
**2S+1**: 1